No. 1
8
Properties=species:S:1:pos:R:3:forces:R:3 method="wB97M-V/def2-TZVPD" charge=0 spin_multiplicity=1 total_energy_ha=-225.12126 lumo_ev=0.3 de_lowest_ev=4.646 homo_energy_ev=-9.00
H -0.892494 -1.481470 -0.076593 0.2 -0.6 -0.4
N -1.478574 -0.664788 -0.140957 0.1 0.9 0.1
C -0.727805 0.385698 -0.135268 -4.1 -3.5 0.4
N 0.565258 0.436255 -0.049258 3.2 6.9 -0.5
O 1.495864 -0.547368 -0.263247 -0.9 -1.9 5.4
H -1.255054 1.308330 0.010895 0.2 0.8 -0.4
H 0.815421 1.545380 -0.180323 0.6 -4.0 0.4
H 1.477386 -0.982036 0.834751 0.7 1.4 -5.0


No. 2
8
Properties=species:S:1:pos:R:3:forces:R:3 method="wB97M-V/def2-TZVPD" charge=0 spin_multiplicity=1 total_energy_ha=-225.14111 lumo_ev=1.0 de_lowest_ev=4.106 homo_energy_ev=-9.63 smiles=C#[N+][O-].N
C 2.395416 -1.013063 -0.059197 -0.1 0.7 0.0
N 2.205824 0.125821 -0.042103 0.0 -1.5 0.1
O 1.896662 1.257949 0.008430 0.0 1.7 0.0
H 2.859120 -1.946487 -0.095575 0.3 -0.7 0.0
N -0.857500 0.577379 -0.106409 -0.3 -0.3 -0.1
H -1.571340 -0.126856 -0.259697 0.0 0.1 0.0
H -1.205114 1.450064 -0.486147 0.1 0.0 0.1
H -0.757442 0.684298 0.895611 0.0 0.1 0.0


No. 3
8
Properties=species:S:1:pos:R:3:forces:R:3 method="wB97M-V/def2-TZVPD" charge=0 spin_multiplicity=1 total_energy_ha=-225.23104 lumo_ev=0.7 de_lowest_ev=1.659 homo_energy_ev=-9.61 smiles="NC(N)=O"
N 1.369540 -0.203820 0.195216 -2.0 -0.8 -2.8
C -0.030115 0.033671 -0.194805 -1.1 3.2 2.2
N -0.822643 -0.402866 0.979501 -0.3 0.2 0.1
O -0.524725 0.710306 -1.100931 2.1 -2.2 1.6
H 1.914027 0.350817 -0.480991 0.2 -0.8 0.1
H 1.409450 -1.249995 -0.030771 0.8 1.7 0.8
H -1.278732 0.299694 1.669276 1.3 -1.3 -2.3
H -1.494531 -1.038192 0.595743 -1.0 0.0 0.3


No. 4
8
Properties=species:S:1:pos:R:3:forces:R:3 method="wB97M-V/def2-TZVPD" charge=0 spin_multiplicity=1 total_energy_ha=-225.17978 lumo_ev=1.1 de_lowest_ev=3.054 homo_energy_ev=-12.10 smiles=N#[N+][O-].C
N -1.939235 1.005674 -0.039326 -0.1 0.3 0.0
N -2.438802 0.735348 0.921611 0.8 0.0 -1.4
O -2.932704 0.386725 1.915966 -0.8 -0.2 1.4
C 1.486640 -0.399571 -0.589786 -1.5 0.8 1.8
H 0.822153 -1.196526 -0.673546 -1.3 -1.5 -0.3
H 2.015825 -0.329383 -1.462698 1.3 0.7 -2.1
H 0.884572 0.461055 -0.289107 0.4 0.2 -0.4
H 2.101551 -0.663324 0.216885 1.2 -0.2 1.1


No. 5
9
Properties=species:S:1:pos:R:3:forces:R:3 method="wB97M-V/def2-TZVPD" charge=0 spin_multiplicity=1 total_energy_ha=-300.40418 lumo_ev=0.8 de_lowest_ev=2.271 homo_energy_ev=-10.58 smiles=N#[N+][O-].CO
N 1.393458 2.192766 0.655983 0.8 0.2 1.3
N 0.978608 2.122873 -0.365978 0.0 -0.1 0.8
O 0.494967 2.039328 -1.413515 -0.8 -0.1 -2.1
C -0.845470 -1.041105 0.245750 -0.9 1.8 -2.4
O 0.491491 -0.707359 -0.045590 2.9 -2.4 0.7
H -1.259245 -1.753375 -0.497030 0.2 0.0 0.6
H -1.380960 -0.056325 0.019776 0.4 -1.3 0.5
H -1.044952 -1.313534 1.247085 -0.1 -0.5 1.1
H 1.172102 -1.483269 0.153519 -2.5 2.4 -0.6


No. 6
10
Properties=species:S:1:pos:R:3:forces:R:3 method="wB97M-V/def2-TZVPD" charge=0 spin_multiplicity=1 total_energy_ha=-698.50022 lumo_ev=-1.2 de_lowest_ev=4.765 homo_energy_ev=-9.84
C -0.183056 0.473724 -0.289981 5.1 1.7 1.2
N 1.351474 0.593377 0.915610 -1.9 -0.7 -5.0
N -1.041045 -0.525601 0.195863 -2.0 -2.6 0.6
O -1.927867 -0.157204 0.939858 0.1 0.2 0.2
O -0.897909 -1.709879 -0.147917 0.3 1.6 0.2
S 0.569549 0.210671 -1.846762 0.7 0.5 -0.7
H -0.525936 1.503705 -0.282605 -0.5 -0.4 0.8
H 1.671075 -0.375621 0.950471 -0.4 0.1 0.2
H 0.980386 0.910303 1.749338 -1.1 0.4 2.3
H 0.003328 -0.923477 -2.183875 -0.4 -0.7 0.1


No. 7
10
Properties=species:S:1:pos:R:3:forces:R:3 method="wB97M-V/def2-TZVPD" charge=0 spin_multiplicity=1 total_energy_ha=-698.63166 lumo_ev=0.5 de_lowest_ev=1.188 homo_energy_ev=-9.67 smiles="O=C(NO)NS"
O 0.441751 -0.849880 -0.970844 0.1 0.4 1.0
C 0.408436 -0.187239 0.058458 -0.2 -0.4 -1.4
N 1.471958 -0.135991 0.959977 -0.5 0.1 -0.4
O 2.564980 -0.824960 0.489111 1.4 -0.8 0.0
N -0.660008 0.574969 0.442193 -0.2 0.0 -0.3
S -2.079360 0.711810 -0.501394 0.6 0.0 0.4
H 1.771076 0.811523 1.150906 -0.1 0.2 0.1
H 2.442808 -1.053260 -0.455947 -0.6 0.4 0.3
H -0.649170 0.862283 1.399531 -0.4 0.2 0.4
H -2.483057 -0.560202 -0.384269 -0.1 -0.1 0.0


No. 8
10
Properties=species:S:1:pos:R:3:forces:R:3 method="wB97M-V/def2-TZVPD" charge=0 spin_multiplicity=1 total_energy_ha=-698.43399 lumo_ev="-1.3 / -1.3" de_lowest_ev=6.567 homo_energy_ev="-9.60 / -9.58"
C 0.131224 0.571901 1.259091 1.0 -0.4 -3.4
N 1.154736 0.575116 0.527938 -3.3 -1.1 -0.6
N -0.513179 -0.982867 -0.915039 -3.3 -1.2 0.6
O -2.765176 1.103911 -0.967998 2.0 -1.4 1.7
O -2.023378 -1.084192 1.128551 0.6 1.0 -0.4
S -1.345513 -0.090177 0.287105 -2.1 0.3 -1.2
H -0.010257 0.881755 2.250817 -0.4 0.0 1.6
H 2.028452 0.574845 0.922266 2.6 1.0 1.6
H 0.026373 -0.418451 -1.480066 2.1 2.0 -1.0
H -1.311399 -1.156815 -1.595031 0.7 -0.2 1.2


No. 9
10
Properties=species:S:1:pos:R:3:forces:R:3 method="wB97M-V/def2-TZVPD" charge=0 spin_multiplicity=1 total_energy_ha=-698.55097 lumo_ev=0.2 de_lowest_ev=3.384 homo_energy_ev=-9.66
C -0.042951 -0.027587 -0.598737 0.7 -1.2 4.6
H 0.137486 -1.981522 2.496442 -1.3 2.4 -0.3
H -1.124286 -1.565376 0.208704 -1.6 -1.3 -1.4
H 0.547709 1.469086 0.535491 0.7 0.2 -0.5
H -0.045003 1.362380 -1.858851 4.5 0.5 0.0
N -0.462040 -0.925589 0.491296 1.1 2.2 -1.6
N 0.944619 0.912565 -0.242191 -1.2 -0.8 -1.3
O -0.454871 -0.070410 -1.731435 -1.3 -0.8 -0.2
O 1.154122 1.579638 -1.482338 -3.8 0.7 0.7
S -0.654786 -0.753186 2.181620 2.1 -1.8 0.1


No. 10
10
Properties=species:S:1:pos:R:3:forces:R:3 method="wB97M-V/def2-TZVPD" charge=0 spin_multiplicity=1 total_energy_ha=-698.55620 lumo_ev=0.5 de_lowest_ev=3.242 homo_energy_ev=-10.25
C -2.579473 0.347751 -1.401857 0.5 -0.5 1.9
N -2.154470 0.134498 -0.319125 -0.3 0.9 -0.6
N 0.010499 -1.087152 0.507605 -0.1 -0.7 1.9
O 0.138553 1.249911 -0.116455 -0.4 -3.8 2.2
O 2.370590 0.073021 0.331103 -1.2 0.5 -0.8
S 0.867240 -0.256535 -0.367994 1.3 1.6 -1.6
H 0.496186 1.974986 -0.536178 1.8 2.3 -1.8
H -1.469368 0.172035 0.494846 -1.7 -0.4 -1.6
H 2.534158 -0.536740 1.044703 -0.1 -0.5 0.7
H -0.213914 -2.071773 0.363355 0.3 0.7 -0.5


No. 11
10
Properties=species:S:1:pos:R:3:forces:R:3 method="wB97M-V/def2-TZVPD" charge=0 spin_multiplicity=3 total_energy_ha=-698.42951 lumo_ev="-0.8 / -2.5" s_squared=2.076 de_lowest_ev=2.497 homo_energy_ev="-8.00 / -8.97"
C -0.672830 -0.152576 1.382344 4.1 0.3 -0.5
N 1.141570 -0.965985 -1.814996 2.0 -0.1 1.1
N 0.746321 0.008984 -1.174962 -0.2 0.0 -2.0
O -0.336474 2.034107 -0.578211 -0.7 2.1 1.0
O -0.999282 -0.677961 0.214614 -3.2 -0.1 -3.4
S -0.688839 0.885322 -1.344045 1.1 -2.6 1.2
H -0.443923 0.912858 1.335345 0.0 0.6 -0.1
H 0.311065 -0.641985 1.473829 0.4 0.5 1.6
H -1.255449 -0.312637 2.213042 -2.0 -0.6 1.8
H 2.197842 -1.090127 -1.706960 -1.5 -0.1 -0.7


No. 12
10
Properties=species:S:1:pos:R:3:forces:R:3 method="wB97M-V/def2-TZVPD" charge=0 spin_multiplicity=1 total_energy_ha=-375.56806 lumo_ev=0.3 de_lowest_ev=2.699 homo_energy_ev=-10.04 smiles="C=NO.O=NO"
C -0.437487 -0.025390 1.528564 1.5 0.0 0.2
N 0.823978 0.185890 1.606814 -1.6 -0.1 -0.2
O 1.077025 1.527416 1.327762 0.7 -0.1 0.2
H -1.106902 0.798465 1.312921 -0.2 -0.1 -0.1
H -0.751789 -1.048953 1.675563 -0.2 0.1 0.0
H 2.031433 1.565034 1.473222 -0.1 0.3 -0.1
O 0.184549 -1.767936 -1.341683 0.0 0.5 0.5
N -0.245963 -0.708642 -1.615209 0.5 -1.3 0.3
O -0.620606 -0.716244 -2.932604 -0.4 0.9 -0.5
H -0.954239 0.190359 -3.035350 0.0 -0.1 -0.3